# 1
The following is a DFT calculation (wB97M-V/def2-TZVPD) of a molecular structure, C24H36CrF6O30P3.

Cartesian coordinates (Å):
Cr1 1.60853 2.36471 1.36815
P1 -0.01159 1.03124 0.32544
P2 0.86580 -4.71618 1.66904
P3 4.68393 0.64120 1.61486
F1 -3.14822 -0.75282 2.98908
F2 1.57805 1.59876 -5.81630
F3 -6.54118 0.58117 0.54287
F4 1.15754 -1.92667 -2.00767
F5 -0.76896 2.01839 -4.01707
F6 -2.81887 5.80659 1.89759
O1 0.10956 -1.00777 -3.81302
O2 1.39681 -4.36426 2.99304
O3 -4.40092 4.02353 0.33271
O4 3.67643 2.79085 -3.77948
O5 0.59519 0.62629 1.71054
O6 -3.60130 2.82720 -3.11019
O7 -1.15064 0.30184 -0.30329
O8 -1.40303 -2.57215 -3.41925
O9 -0.19304 -3.72322 1.09630
O10 -2.57049 2.40911 5.58415
O11 -4.84547 -1.59285 -0.93082
O12 -1.67999 0.37353 5.20586
O13 5.97650 1.52679 1.76682
O14 1.31504 1.34845 -0.45894
O15 -3.37442 5.07044 -3.08495
O16 -5.80821 -3.42856 -0.04746
O17 -5.80305 3.32186 1.96995
O18 4.94113 -0.27643 0.37212
O19 -0.68425 -2.23383 -5.52508
O20 -0.20763 2.58802 0.67540
O21 5.41170 2.72133 -5.20713
O22 3.75810 1.19055 -5.31099
O23 0.06862 -6.05785 1.57714
O24 -1.59342 3.72415 -2.79669
O25 4.85047 -0.31031 2.85573
O26 3.45528 1.45327 1.65339
O27 -2.81838 1.37109 3.59592
O28 -3.62447 3.74268 2.38969
O29 2.00810 -4.89046 0.57408
O30 -5.76114 -1.49423 1.09527
C1 -2.92026 3.98103 -3.02997
C2 -1.06210 -0.03193 3.96283
C3 3.83614 -0.64218 -0.49742
C4 -4.61105 -0.26369 -0.46219
C5 6.60806 2.04232 0.56275
C6 -2.75755 1.74916 -2.80931
C7 -2.20052 0.24501 2.99925
C8 3.68320 -0.82426 3.52434
C9 2.43393 2.08221 -3.62719
C10 -2.40829 1.46314 4.89328
C11 -0.66420 -1.98656 -4.37001
C12 0.09881 -1.10748 -2.40359
C13 -0.00481 -2.30322 1.28123
C14 -1.14389 -1.95062 -2.15598
C15 -2.64340 4.45896 1.69825
C16 -1.36290 2.36749 -2.78286
C17 3.29672 -4.32845 0.78661
C18 -5.42754 -0.15433 0.82680
C19 2.41657 1.16233 -4.85338
C20 -4.72674 3.64034 1.60754
C21 -2.97387 4.03447 0.28546
C22 -5.51299 -2.28468 0.01348
C23 4.40721 2.26764 -4.77055
C24 0.56340 -7.25445 2.16583
H1 -1.63629 4.22160 2.02320
H2 -0.88751 -1.76178 1.59225
H3 -2.82815 0.91212 -3.50197
H4 4.09170 -4.92539 0.34609
H5 2.57950 1.53520 -2.70024
H6 7.44450 1.39507 0.32716
H7 2.88552 -0.58598 0.02208
H8 -4.94918 0.21997 1.72540
H9 3.53321 -4.24049 1.84957
H10 2.83347 -0.14848 3.41983
H11 2.28560 0.11035 -4.60765
H12 3.85654 -0.84086 4.60149
H13 -2.01699 -1.39005 -1.82378
H14 -0.68899 -1.04932 3.92041
H15 3.31558 -3.31922 0.36632
H16 6.91173 3.06758 0.75505
H17 0.95535 -2.13443 1.76213
H18 -0.23941 0.65094 3.78572
H19 1.52151 2.66841 -3.60971
H20 -1.01717 -2.70944 -1.38744
H21 0.77791 -7.06220 3.21845
H22 -2.50455 4.64939 -0.47925
H23 -0.65357 2.01950 -2.04612
H24 1.46578 -7.65250 1.69971
H25 4.04200 -1.62804 -0.90393
H26 0.22775 -0.08858 -2.06378
H27 -3.54601 -0.04388 -0.36344
H28 0.19222 -1.92085 0.27609
H29 -0.24124 -7.97719 2.06813
H30 -2.58729 3.02506 0.11463
H31 -5.02137 0.41271 -1.21168
H32 3.49439 -1.83870 3.18377
H33 3.80079 0.05343 -1.33081
H34 -1.98604 0.56998 1.98123
H35 5.86937 2.09796 -0.23736
H36 -2.85269 1.24033 -1.84356

As for the spin multiplicity: 5. The HOMO energy (spin up / spin down) comes out at -0.2183 / -0.2524 hartree. As for the net charge: -1. The value obtained for the relative energy (zero: lowest compared OMol25 entry of this formula, charge and spin) is 0.0 kcal/mol. Its frontier orbital gap (spin up / spin down) is 6.970 / 7.805 eV.

These are the Mulliken partial charges, in e, on atoms 1 to 99: atom 1 (Cr): -0.482, atom 2 (P): 1.771, atom 3 (P): 1.124, atom 4 (P): 0.361, atom 5 (F): -0.409, atom 6 (F): -0.338, atom 7 (F): -0.353, atom 8 (F): -0.376, atom 9 (F): -0.363, atom 10 (F): -0.375, atom 11 (O): -0.278, atom 12 (O): -0.724, atom 13 (O): -0.390, atom 14 (O): -0.424, atom 15 (O): -0.155, atom 16 (O): -0.384, atom 17 (O): 0.339, atom 18 (O): -0.457, atom 19 (O): -0.206, atom 20 (O): -0.530, atom 21 (O): -0.407, atom 22 (O): -0.467, atom 23 (O): -0.367, atom 24 (O): -1.041, atom 25 (O): -0.521, atom 26 (O): -0.539, atom 27 (O): -0.531, atom 28 (O): -0.305, atom 29 (O): -0.561, atom 30 (O): -0.932, atom 31 (O): -0.545, atom 32 (O): -0.414, atom 33 (O): -0.358, atom 34 (O): -0.429, atom 35 (O): -0.374, atom 36 (O): 0.102, atom 37 (O): -0.437, atom 38 (O): -0.277, atom 39 (O): -0.313, atom 40 (O): -0.419, atom 41 (C): 0.456, atom 42 (C): 0.153, atom 43 (C): -0.253, atom 44 (C): 1.065, atom 45 (C): -0.526, atom 46 (C): 0.715, atom 47 (C): 1.339, atom 48 (C): -0.371, atom 49 (C): 0.705, atom 50 (C): 0.528, atom 51 (C): 0.456, atom 52 (C): 1.038, atom 53 (C): 0.294, atom 54 (C): 0.482, atom 55 (C): 0.504, atom 56 (C): 1.105, atom 57 (C): -0.373, atom 58 (C): 0.725, atom 59 (C): 0.586, atom 60 (C): 0.504, atom 61 (C): 0.534, atom 62 (C): 0.538, atom 63 (C): 0.584, atom 64 (C): -0.730, atom 65 (H): 0.253, atom 66 (H): -0.189, atom 67 (H): 0.505, atom 68 (H): 0.366, atom 69 (H): -0.569, atom 70 (H): 0.242, atom 71 (H): 0.044, atom 72 (H): 0.099, atom 73 (H): 0.349, atom 74 (H): 0.092, atom 75 (H): 0.285, atom 76 (H): 0.307, atom 77 (H): -0.213, atom 78 (H): 0.311, atom 79 (H): -0.104, atom 80 (H): 0.266, atom 81 (H): 0.190, atom 82 (H): 0.085, atom 83 (H): 0.034, atom 84 (H): 0.091, atom 85 (H): 0.317, atom 86 (H): 0.457, atom 87 (H): -0.309, atom 88 (H): 0.269, atom 89 (H): 0.435, atom 90 (H): -0.222, atom 91 (H): -1.053, atom 92 (H): -0.388, atom 93 (H): 0.244, atom 94 (H): -0.770, atom 95 (H): 0.276, atom 96 (H): 0.114, atom 97 (H): 0.044, atom 98 (H): -0.710, atom 99 (H): 0.220



# 2
The following is a DFT calculation (wB97M-V/def2-TZVPD) of a molecular structure, C20H57N5O7Ti.

Cartesian coordinates (Å):
Ti1 -19.55953 4.12148 -13.42752
O1 -21.67291 8.30650 -9.83569
O2 -20.45782 6.88029 -16.88614
O3 -16.91339 0.81724 -9.31665
O4 -17.78019 -1.63074 -16.23627
O5 -23.92717 1.29274 -11.57478
O6 -18.63867 3.11260 -15.22683
O7 -17.52031 4.17166 -12.23569
N1 -22.69603 8.24212 -17.95733
N2 -19.85258 0.75221 -14.42120
N3 -18.15404 1.34049 -11.94970
N4 -20.34173 6.50702 -12.87054
N5 -21.60819 3.06143 -13.74086
C1 -23.61105 0.35241 -10.52907
C2 -22.73100 1.93097 -12.00662
C3 -23.41332 1.77810 -14.49086
C4 -18.12747 1.61729 -9.52366
C5 -21.95614 9.63495 -9.44393
C6 -19.53462 -0.45642 -15.16298
C7 -21.15678 8.10017 -11.13312
C8 -19.49729 -0.26119 -10.64187
C9 -18.90400 1.18284 -10.76011
C10 -19.58527 6.19579 -10.58014
C11 -16.21043 1.05243 -8.10473
C12 -20.43180 -0.57293 -16.39225
C13 -21.58100 8.02423 -18.81775
C14 -18.02623 -0.39295 -15.57212
C15 -20.75024 6.67992 -11.42648
C16 -20.27233 7.76721 -18.03430
C17 -16.47802 -1.75428 -16.72299
C18 -19.28672 6.71859 -16.10491
C19 -21.49116 9.26160 -19.64442
C20 -22.92854 2.67797 -13.31314
H1 -19.79770 6.29708 -9.51585
H2 -16.84620 0.78873 -7.25953
H3 -18.93891 7.68092 -15.72935
H4 -23.60350 3.52980 -13.22992
H5 -18.67065 -0.97142 -10.66053
H6 -18.61034 6.59544 -10.85922
H7 -16.23581 -0.90920 -17.36741
H8 -20.37920 0.24131 -17.11499
H9 -22.98465 -0.47672 -10.85812
H10 -21.10785 6.93790 -13.36804
H11 -20.72892 9.24166 -20.42333
H12 -21.25562 10.13942 -19.04272
H13 -15.95778 2.10034 -7.94306
H14 -21.64437 6.13557 -11.12265
H15 -19.50587 5.13609 -10.82267
H16 -21.92693 1.19542 -12.02973
H17 -22.42417 9.60240 -8.46007
H18 -22.94328 0.77652 -9.77920
H19 -18.42146 6.40981 -16.69150
H20 -19.35846 0.82444 -13.54328
H21 -18.79436 1.52681 -8.66624
H22 -17.28101 0.84196 -11.85282
H23 -17.79773 0.48465 -16.17685
H24 -19.59060 7.23010 -18.69375
H25 -17.33486 -0.22906 -14.74553
H26 -21.91659 8.36693 -11.86772
H27 -23.52656 8.08886 -18.51126
H28 -19.57143 7.15676 -12.93831
H29 -17.99201 2.69777 -9.57191
H30 -21.47199 -0.64176 -16.07386
H31 -21.71352 7.16996 -19.48165
H32 -15.64429 -1.67816 -16.02499
H33 -22.66039 10.19798 -10.05642
H34 -18.60832 2.29195 -15.75612
H35 -20.35113 -1.49986 -16.96005
H36 -19.51834 1.58110 -14.89166
H37 -22.45119 9.54703 -20.07452
H38 -23.46017 2.34320 -15.42175
H39 -20.39636 8.84892 -11.35501
H40 -17.86210 2.30705 -11.92463
H41 -20.12349 -0.38079 -9.75775
H42 -21.21571 2.15899 -13.96814
H43 -22.42275 2.64029 -11.23853
H44 -21.11567 10.29700 -9.23560
H45 -19.71889 1.89957 -10.86188
H46 -24.44990 1.52861 -14.26426
H47 -17.54344 4.76820 -11.46230
H48 -19.45357 5.97670 -15.32397
H49 -19.69436 -1.26589 -14.45070
H50 -15.29666 0.45980 -8.06105
H51 -22.80620 0.89372 -14.68420
H52 -22.66156 7.45819 -17.32144
H53 -24.47955 -0.07792 -10.03044
H54 -21.77089 3.48156 -14.64481
H55 -19.82681 8.70867 -17.71297
H56 -20.21213 -0.52580 -11.42102
H57 -16.34436 -2.63182 -17.35556

As for the spin multiplicity: 5. The HOMO energy (spin up / spin down) comes out at -0.1630 / -0.2969 hartree. Its frontier orbital gap (spin up / spin down) is 4.658 / 4.493 eV.

The computed Mulliken charges, all in e, follow: atom 1 (Ti): 0.497, atom 2 (O): -0.318, atom 3 (O): -0.208, atom 4 (O): -0.319, atom 5 (O): -0.326, atom 6 (O): -0.444, atom 7 (O): -0.975, atom 8 (O): -0.315, atom 9 (N): -0.773, atom 10 (N): 0.255, atom 11 (N): -0.398, atom 12 (N): -0.361, atom 13 (N): 0.197, atom 14 (C): -0.792, atom 15 (C): 0.045, atom 16 (C): -1.473, atom 17 (C): -1.027, atom 18 (C): -0.832, atom 19 (C): 0.132, atom 20 (C): -1.014, atom 21 (C): -1.703, atom 22 (C): 1.298, atom 23 (C): -0.710, atom 24 (C): -0.788, atom 25 (C): -1.622, atom 26 (C): 0.672, atom 27 (C): -0.506, atom 28 (C): 0.471, atom 29 (C): -0.901, atom 30 (C): -0.854, atom 31 (C): -0.199, atom 32 (C): -1.519, atom 33 (C): 0.049, atom 34 (H): 0.431, atom 35 (H): 0.317, atom 36 (H): 0.311, atom 37 (H): 0.488, atom 38 (H): 0.354, atom 39 (H): 0.341, atom 40 (H): 0.343, atom 41 (H): 0.301, atom 42 (H): 0.294, atom 43 (H): 0.259, atom 44 (H): 0.349, atom 45 (H): 0.380, atom 46 (H): 0.303, atom 47 (H): 0.150, atom 48 (H): -0.482, atom 49 (H): -0.248, atom 50 (H): 0.284, atom 51 (H): 0.314, atom 52 (H): 0.372, atom 53 (H): -0.140, atom 54 (H): 0.519, atom 55 (H): 0.342, atom 56 (H): 0.392, atom 57 (H): 0.371, atom 58 (H): 0.395, atom 59 (H): 0.469, atom 60 (H): 0.272, atom 61 (H): 0.280, atom 62 (H): 0.343, atom 63 (H): 0.389, atom 64 (H): 0.234, atom 65 (H): 0.313, atom 66 (H): 0.321, atom 67 (H): 0.021, atom 68 (H): 0.423, atom 69 (H): -0.032, atom 70 (H): 0.359, atom 71 (H): 0.465, atom 72 (H): 0.434, atom 73 (H): -0.161, atom 74 (H): 0.401, atom 75 (H): 0.066, atom 76 (H): 0.328, atom 77 (H): 0.330, atom 78 (H): -0.216, atom 79 (H): 0.413, atom 80 (H): 0.272, atom 81 (H): -0.302, atom 82 (H): 0.329, atom 83 (H): 0.249, atom 84 (H): 0.217, atom 85 (H): 0.258, atom 86 (H): 0.327, atom 87 (H): 0.255, atom 88 (H): 0.393, atom 89 (H): 0.292, atom 90 (H): 0.279



# 3
The following is a DFT calculation (wB97M-V/def2-TZVPD) of 2 unconnected molecules or ions with the total composition C9H14O.

Cartesian coordinates (Å):
O1 -0.18272 -1.97583 3.79982
C1 -0.83429 -2.58547 1.60759
C2 -0.47354 -1.60565 2.51387
C3 2.04915 1.85097 -1.00093
C4 -1.42120 -0.51537 -1.54684
C5 1.41243 2.54246 -2.21531
C6 -1.12852 -2.24171 0.29802
C7 -0.72342 0.05948 0.80237
C8 -1.08465 -0.91740 -0.12787
C9 -0.42142 -0.27474 2.11354
H1 0.38889 2.19365 -2.36440
H2 -1.40020 -3.01609 -0.40892
H3 1.84527 0.78212 -1.08857
H4 -0.66887 1.09616 0.49248
H5 1.95005 2.28409 -3.12714
H6 -1.07651 0.50218 -1.72346
H7 -0.86670 -3.61119 1.95223
H8 1.38664 3.62387 -2.09483
H9 0.01444 -1.19126 4.30921
H10 1.59337 2.16276 -0.06184
H11 -0.86787 -1.15194 -2.23976
H12 -2.48991 -0.57086 -1.73783
H13 -0.11012 0.48627 2.82139
H14 3.10971 2.07350 -0.97281

As for the SMILES: Cc1ccc(O)cc1.CC. The HOMO energy comes out at -0.3088 hartree. The value obtained for the relative energy (zero: lowest compared OMol25 entry of this formula, charge and spin) is 2.2 kcal/mol. Its frontier orbital gap is 9.298 eV.

The computed Mulliken charges, all in e, follow: atom 1 (O): -0.545, atom 2 (C): -0.567, atom 3 (C): 0.935, atom 4 (C): -0.728, atom 5 (C): -1.189, atom 6 (C): -0.794, atom 7 (C): -0.410, atom 8 (C): -0.413, atom 9 (C): 0.232, atom 10 (C): -0.585, atom 11 (H): 0.216, atom 12 (H): 0.377, atom 13 (H): 0.219, atom 14 (H): 0.422, atom 15 (H): 0.281, atom 16 (H): 0.076, atom 17 (H): 0.389, atom 18 (H): 0.279, atom 19 (H): 0.270, atom 20 (H): 0.216, atom 21 (H): 0.348, atom 22 (H): 0.362, atom 23 (H): 0.255, atom 24 (H): 0.350



# 4
The following is a DFT calculation (wB97M-V/def2-TZVPD) of a gas-phase ion, C5H9N2 (charge +1).

Cartesian coordinates (Å):
N1 1.34110 -0.73631 -1.63952
N2 1.55316 0.14962 0.25559
C1 0.17847 0.11938 0.00383
C2 -2.14728 -0.12235 1.06601
C3 0.11129 -0.19767 -1.35168
C4 -0.88472 0.75940 0.92228
C5 2.27009 -0.41989 -0.70315
H1 -1.99572 -0.94214 0.35930
H2 3.31240 -0.43031 -0.98534
H3 1.75579 0.60549 1.13886
H4 -0.82504 1.86549 0.67323
H5 -0.61081 0.09697 -2.16227
H6 -0.45767 0.62458 1.90955
H7 -3.12101 0.32791 0.87875
H8 -2.14623 -0.47344 2.09648
H9 1.66617 -1.22672 -2.46192

As for the SMILES: CCc1c[nH]c[nH+]1. The HOMO energy comes out at -0.5158 hartree. As for the net charge: +1. The value obtained for the relative energy (zero: lowest compared OMol25 entry of this formula, charge and spin) is 46.3 kcal/mol. Its frontier orbital gap is 10.528 eV.

The computed Mulliken charges, all in e, follow: atom 1 (N): -0.029, atom 2 (N): -0.063, atom 3 (C): 0.249, atom 4 (C): -1.094, atom 5 (C): -0.391, atom 6 (C): -0.365, atom 7 (C): -0.153, atom 8 (H): 0.345, atom 9 (H): 0.375, atom 10 (H): 0.257, atom 11 (H): 0.401, atom 12 (H): 0.349, atom 13 (H): 0.286, atom 14 (H): 0.289, atom 15 (H): 0.319, atom 16 (H): 0.224